(1)
65
Properties=species:S:1:pos:R:3 method="wB97M-V/def2-TZVPD" total_energy_ha=-1267.54191 homo_ev=-8.15 total_charge=0 smiles="Cc1ccc(C2=NN(CC(=O)NCCN(CC(C)C)CC(C)C)C(=O)CC2)cc1" e_above_lowest_kcal_mol=42.00 lumo_energy_ev=0.7
C 2.428 4.520 2.285
C 2.167 3.724 1.044
C 1.560 2.474 1.123
C 1.325 1.728 -0.012
C 1.698 2.207 -1.268
C 2.310 3.455 -1.349
C 2.535 4.200 -0.207
H 3.003 5.171 -0.291
H 2.587 3.865 -2.309
C 1.433 1.390 -2.452
N 0.348 0.717 -2.475
N 0.069 -0.085 -3.535
C 0.659 -0.007 -4.760
O 0.328 -0.731 -5.678
C 1.677 1.109 -4.885
C 2.431 1.299 -3.575
H 3.059 0.423 -3.378
H 3.081 2.172 -3.616
H 1.126 2.021 -5.141
H 2.347 0.879 -5.713
C -0.978 -1.047 -3.282
H -1.885 -0.522 -2.966
H -1.158 -1.580 -4.220
C -0.537 -2.030 -2.193
O 0.612 -2.140 -1.829
N -1.558 -2.753 -1.687
H -2.496 -2.571 -2.006
C -1.409 -3.607 -0.533
H -1.884 -4.572 -0.732
H -0.339 -3.761 -0.393
C -2.037 -2.999 0.744
N -1.493 -1.751 1.227
C -1.887 -0.572 0.468
C -2.119 0.643 1.377
C -2.388 1.880 0.524
H -1.555 2.069 -0.150
H -2.526 2.754 1.155
H -3.290 1.742 -0.070
C -3.271 0.371 2.339
H -3.386 1.192 3.043
H -4.205 0.256 1.791
H -3.078 -0.543 2.892
H -1.215 0.822 1.966
H -1.139 -0.305 -0.293
H -2.828 -0.785 -0.046
C -0.065 -1.762 1.510
C 0.338 -2.748 2.611
C -0.437 -2.463 3.894
H -0.192 -1.471 4.268
H -1.506 -2.502 3.707
H -0.188 -3.191 4.663
C 1.842 -2.644 2.854
H 2.155 -3.358 3.613
H 2.393 -2.849 1.939
H 2.104 -1.644 3.194
H 0.119 -3.770 2.284
H 0.194 -0.760 1.857
H 0.531 -1.958 0.604
H -1.938 -3.745 1.538
H -3.107 -2.847 0.573
H 0.869 0.753 0.051
H 1.272 2.087 2.091
H 3.259 4.084 2.840
H 2.681 5.549 2.044
H 1.555 4.514 2.935

***

(2)
62
Properties=species:S:1:pos:R:3 method="wB97M-V/def2-TZVPD" total_energy_ha=-3088.57778 homo_ev="-4.55 / -5.70" s_squared=2.048 total_charge=0 e_above_lowest_kcal_mol=84.33 lumo_energy_ev="0.5 / 0.3" spin_multiplicity=3
P -0.299 2.292 -0.870
P 0.287 -2.014 1.520
C -1.252 -0.498 -0.661
C -0.946 -1.695 0.150
H -0.555 -0.342 -1.526
H -2.271 -0.095 -0.759
H -1.878 -1.729 0.716
H -0.739 -2.573 -0.476
C 1.756 -2.780 0.866
H 2.399 -3.008 1.723
H 2.276 -2.062 0.219
H 1.562 -3.694 0.296
C -0.692 -3.032 2.600
H -0.633 -4.103 2.390
H -1.750 -2.755 2.525
H -0.380 -2.874 3.639
C 0.775 3.077 -2.075
H 1.315 3.836 -1.493
H 0.171 3.492 -2.894
H 1.508 2.354 -2.469
C -1.895 3.091 -0.826
H -2.698 2.332 -0.770
H -2.037 3.682 -1.753
H -1.906 3.726 0.080
Ni 0.288 0.440 -0.213
C -1.447 -1.731 -2.758
C -0.127 -2.017 -2.957
C 0.678 -1.610 -4.169
C 0.194 -0.296 -4.798
C -0.017 0.754 -3.711
C -1.245 1.081 -3.224
C -2.537 0.378 -3.646
C -2.393 -1.161 -3.800
C 0.636 2.688 0.643
H -2.050 -2.158 -1.923
H 0.494 -2.583 -2.233
H 0.676 -2.399 -4.938
H 1.723 -1.485 -3.838
H 0.955 0.075 -5.509
H -0.722 -0.480 -5.387
H 0.865 1.428 -3.687
H -1.470 2.134 -2.923
H -3.010 0.775 -4.579
H -3.276 0.628 -2.866
H -3.374 -1.624 -3.605
H -2.091 -1.430 -4.826
H 1.125 1.798 1.109
H -0.062 3.188 1.333
H 1.400 3.360 0.231
C 0.722 -0.323 1.976
C 1.033 -0.029 3.185
C 1.458 0.276 4.499
C 2.736 -0.164 4.997
C 3.078 0.066 6.343
C 2.217 0.729 7.213
C 0.973 1.176 6.728
C 0.585 0.971 5.401
H 3.440 -0.704 4.330
H 4.035 -0.291 6.707
H 2.489 0.902 8.279
H 0.297 1.687 7.422
H -0.396 1.322 5.038

***

(3)
62
Properties=species:S:1:pos:R:3 method="wB97M-V/def2-TZVPD" total_energy_ha=-1699.11663 homo_ev="-11.45 / -13.44" s_squared=6.043 total_charge=+2 e_above_lowest_kcal_mol=0.00 lumo_energy_ev="-5.0 / -9.1" spin_multiplicity=5
P -2.071 2.548 1.419
P -0.523 2.849 -1.878
C -1.825 4.033 0.340
C -1.880 3.900 -1.187
H -0.926 4.565 0.695
H -2.685 4.653 0.640
H -2.857 3.506 -1.519
H -1.747 4.902 -1.625
C 0.883 4.016 -1.706
H 1.797 3.491 -2.015
H 0.991 4.337 -0.660
H 0.736 4.899 -2.342
C -0.936 2.788 -3.649
H -0.782 3.769 -4.121
H -1.980 2.472 -3.782
H -0.274 2.049 -4.117
C -2.180 3.402 3.005
H -2.289 2.686 3.829
H -3.068 4.042 2.939
H -1.282 4.023 3.139
C -3.724 2.019 0.970
H -3.814 1.835 -0.109
H -4.385 2.853 1.234
H -4.018 1.129 1.540
Pt 0.198 -1.593 0.959
C 0.479 -0.336 -1.718
C 1.170 -0.060 -0.510
C 1.202 1.236 0.342
C 0.521 1.374 1.718
C -1.008 1.145 1.719
C -1.387 -0.052 0.807
C -1.599 0.349 -0.619
C -0.986 -0.545 -1.722
C -0.606 -2.343 2.616
H 1.040 -0.774 -2.549
H 2.186 -0.491 -0.521
H 0.890 2.092 -0.268
H 2.270 1.390 0.556
H 0.936 0.633 2.417
H 0.792 2.361 2.125
H -1.280 0.855 2.748
H -2.250 -0.628 1.190
H -1.091 1.354 -0.698
H -2.675 0.467 -0.813
H -1.297 -1.593 -1.563
H -1.396 -0.226 -2.687
H -0.654 -3.430 2.463
H -1.597 -1.903 2.790
H 0.094 -2.086 3.426
C 1.451 -2.957 0.506
C 2.182 -3.900 0.142
C 2.908 -5.079 -0.185
C 4.319 -5.064 -0.165
C 5.038 -6.253 -0.243
C 4.347 -7.467 -0.372
C 2.954 -7.489 -0.536
C 2.240 -6.296 -0.463
H 4.830 -4.109 -0.069
H 6.130 -6.229 -0.200
H 4.901 -8.402 -0.348
H 2.431 -8.432 -0.719
H 1.160 -6.290 -0.597

***

(4)
78
Properties=species:S:1:pos:R:3 method="wB97M-V/def2-TZVPD" total_energy_ha=-6053.83868 homo_ev=-10.15 total_charge=0 smiles="O=C(O)CCC1=C(Br)C(=O)C(CC(=O)Cl)=C(Cl)C1=O.CCOP(=O)(OCC)OCC.CCOP(=O)(OCC)OCC" lumo_energy_ev=-1.5
O -1.363 1.296 5.749
C -2.056 0.322 5.703
O -2.428 -0.269 6.904
C -2.510 -0.295 4.391
C -1.369 -1.215 3.821
C -0.904 -0.695 2.469
C -1.684 -0.708 1.398
Br -3.462 -1.372 1.387
C -1.082 -0.122 0.131
O -1.203 -0.609 -0.956
C -0.258 1.128 0.374
C -0.351 2.314 -0.567
C -1.197 3.355 0.188
O -2.244 3.050 0.664
Cl -0.618 5.025 0.399
C 0.527 1.139 1.440
Cl 1.560 2.464 1.852
C 0.485 -0.100 2.323
O 1.444 -0.549 2.878
H -1.864 -1.030 7.082
H -2.666 0.543 3.709
H -3.435 -0.860 4.504
H -1.678 -2.258 3.765
H -0.517 -1.069 4.494
H -0.919 2.057 -1.477
H 0.639 2.691 -0.823
O 3.530 -6.043 3.968
P 4.222 -5.581 2.723
O 5.804 -5.770 3.111
C 6.294 -7.088 3.348
C 6.083 -8.016 2.166
O 4.016 -3.960 2.920
C 2.838 -3.458 3.565
C 3.164 -3.013 4.977
O 4.468 -5.395 1.109
C 5.268 -4.348 0.544
C 6.752 -4.655 0.487
H 5.823 -7.497 4.246
H 7.361 -6.991 3.552
H 5.018 -8.212 2.005
H 6.582 -8.971 2.335
H 6.471 -7.578 1.247
H 2.045 -4.206 3.562
H 2.482 -2.610 2.985
H 3.753 -3.761 5.507
H 2.251 -2.818 5.544
H 3.758 -2.098 4.957
H 5.091 -3.391 1.028
H 4.904 -4.240 -0.480
H 7.230 -4.510 1.454
H 7.241 -3.977 -0.215
H 6.935 -5.682 0.171
O -3.457 3.140 -6.547
P -3.291 4.152 -5.457
O -4.533 3.789 -4.450
C -4.528 2.526 -3.791
C -3.283 2.315 -2.951
O -3.879 5.466 -6.256
C -3.687 5.590 -7.670
C -4.976 5.277 -8.405
O -2.485 5.106 -4.390
C -3.041 6.292 -3.803
C -3.883 6.044 -2.566
H -4.635 1.726 -4.528
H -5.410 2.503 -3.152
H -2.395 2.232 -3.588
H -3.366 1.400 -2.363
H -3.115 3.153 -2.273
H -2.877 4.946 -8.010
H -3.386 6.620 -7.870
H -5.435 4.361 -8.035
H -4.797 5.173 -9.476
H -5.702 6.079 -8.254
H -3.587 6.889 -4.528
H -2.176 6.890 -3.510
H -4.881 5.693 -2.823
H -4.006 6.976 -2.012
H -3.423 5.303 -1.912

***

What strongest force on any atom values result from the calculations? In sequence: 0.96 3.84 4.17 7.10 eV/Å.